Density functional theory data (wB97M-V/def2-TZVPD) for a cluster of 7 separate species, C24H30F4O18 in total.

Geometry (Å):
O 3.61793 -3.50584 -2.04802
C 4.02037 -2.59920 -1.37302
O 4.44019 -2.71565 -0.07782
C 4.91651 -1.44862 0.36755
C 5.23929 -0.62278 -0.85777
C 4.23345 -1.23613 -1.87521
H 5.85851 -1.65018 0.83435
H 4.18013 -1.05870 1.02792
H 6.25192 -0.82064 -1.22974
H 5.12847 0.46554 -0.79528
H 4.41732 -1.21003 -2.92499
H 3.32468 -0.61888 -1.75180
O -0.69983 -3.36460 0.17186
C -0.21313 -4.12162 -0.61143
O -0.83591 -4.64626 -1.67104
C 0.10180 -5.39509 -2.51400
C 1.35589 -5.61048 -1.71667
C 1.23251 -4.71903 -0.50634
H 0.31419 -4.86914 -3.43141
H -0.47537 -6.23325 -2.82746
H 2.19361 -5.43727 -2.39440
H 1.28630 -6.65809 -1.44560
H 1.94545 -3.90147 -0.56856
H 1.28458 -5.26906 0.47571
O -0.65173 -0.12146 -1.05825
C -1.36848 0.80476 -1.04289
O -1.91969 1.25045 0.13382
C -2.92428 2.25889 -0.08982
C -3.20464 2.20018 -1.66543
C -1.96796 1.56920 -2.19225
H -2.44542 3.21762 0.17780
H -3.73535 2.03626 0.59872
H -3.36157 3.18082 -2.07033
H -4.09444 1.60899 -1.76273
H -1.23357 2.35049 -2.51799
H -2.12713 0.91903 -3.05531
C 0.54556 -0.41054 1.78385
C -0.73123 -1.12351 2.36598
O -1.47966 -0.03324 2.99059
C -0.85149 1.12342 2.79666
O -1.37749 2.17447 3.03743
O 0.40713 0.92925 2.24897
F -0.39765 -1.98152 3.31684
H 0.42396 -0.46641 0.73850
H 1.47102 -0.83653 2.12403
H -1.26368 -1.67138 1.63701
C -3.65823 -3.23076 -0.85945
C -3.03126 -2.08202 -1.53913
O -3.82609 -0.96775 -1.29694
C -5.07498 -1.39250 -0.97663
O -6.04316 -0.72237 -0.86543
O -4.99352 -2.78902 -0.75896
F -3.15169 -2.33324 -2.98495
H -3.33774 -3.31117 0.16076
H -3.57527 -4.21048 -1.28719
H -2.04590 -1.87939 -1.37956
C -1.34156 4.88923 4.31834
C -1.67805 5.03067 2.83427
O -0.49389 4.70721 2.22660
C 0.56747 4.97943 3.08569
O 1.70909 4.99918 2.72625
O 0.03263 5.21711 4.27866
F -2.03690 6.33040 2.54382
H -1.49132 3.82992 4.67557
H -1.86126 5.69008 4.91499
H -2.54679 4.45492 2.53849
C 2.13296 3.23674 0.59483
C 0.85389 3.52273 -0.21117
O 1.11288 3.04467 -1.50689
C 2.23781 2.31987 -1.50958
O 2.66420 1.65545 -2.38903
O 2.83337 2.29153 -0.24808
F 0.75032 4.86962 -0.33866
H 1.91201 2.82925 1.57707
H 2.65241 4.19765 0.83313
H -0.10250 3.09026 0.09112

Strongest force on any atom ... 3.9 eV/Å
Total charge ... 0
Energy ... -2686.3967 hartree
E_HOMO ... -0.3858 hartree

Mulliken population analysis, charges in e, atoms 1 to 2: atom 1 (O): -0.594, atom 2 (C): 0.533

Density functional theory data (wB97M-V/def2-TZVPD) for a structure of composition C24H30InN7S2Se3SiTe.

Geometry (Å):
In 1.39854 -1.56431 -0.53130
Se 3.24607 0.40866 -0.68335
Se 4.83875 -1.18446 -0.35862
Te 4.35628 -3.32580 -1.75783
Se 2.08145 -3.22827 -2.74321
C -0.68183 2.21712 3.74271
Si -1.54462 0.56990 4.02719
C -2.98906 -0.07630 2.93432
C -2.35319 0.87155 5.69619
C -0.18779 -0.75256 4.14686
C -0.15808 -1.58769 5.25827
C 0.54681 -2.80780 5.23844
C 1.18941 -3.16666 4.06224
N 1.12801 -2.45844 2.92944
C 0.48448 -1.25585 2.97686
S 0.42762 -0.33427 1.54648
H -1.48768 2.94102 3.68671
H -0.05020 2.24652 2.84477
H -0.04731 2.49296 4.54151
H -3.21158 -1.05958 3.35236
H -2.44738 -0.19596 1.97867
H -3.85347 0.63852 2.84574
H -3.13643 1.62007 5.60912
H -1.67625 1.14796 6.49227
H -2.86954 -0.00563 6.05549
H -0.63221 -1.23720 6.24066
H 0.35345 -3.47874 6.09784
H 1.81549 -4.07948 4.03911
N 1.32073 -3.76773 0.41652
C 0.10407 -4.44966 0.05398
C -1.16277 -3.56685 0.07672
C -1.69860 -3.12560 -1.30251
C -1.85540 -1.57870 -1.55866
N -0.48966 -0.97121 -1.70097
H 2.12888 -4.16226 -0.14602
H 1.49742 -3.57707 1.37387
H -0.03821 -5.25036 0.77973
H 0.32051 -4.86057 -0.95071
H -0.93653 -2.67227 0.67507
H -1.91802 -4.11197 0.67096
H -2.64077 -3.68663 -1.53448
H -1.05728 -3.43415 -2.14633
H -2.41297 -1.05071 -0.75093
H -2.53171 -1.30345 -2.39218
H -0.60249 0.05044 -1.59581
H -0.21565 -1.07325 -2.67064
S 2.15991 6.62536 -4.06254
N 1.21094 6.09082 -2.92027
C 1.26848 4.71377 -2.97879
C 0.50075 3.84738 -2.15477
C -0.02602 4.32732 -0.91917
C -0.89788 3.48811 -0.26059
C -1.14443 2.20042 -0.77630
N -0.63478 1.73454 -1.88282
C 0.18198 2.56011 -2.57744
C 0.72135 2.08541 -3.89660
N 0.47066 0.87400 -4.35064
C 0.93045 0.46622 -5.50523
C 1.78796 1.23144 -6.29123
C 2.16992 2.49315 -5.86549
C 1.58727 2.96033 -4.67660
C 1.90500 4.30623 -4.17377
N 2.57326 5.27810 -4.79723
H 0.27849 5.30530 -0.57170
H -1.35535 3.81615 0.73627
H -1.85318 1.51091 -0.29946
H 0.72347 -0.57079 -5.74707
H 2.14211 0.82820 -7.25485
H 2.94836 3.06420 -6.34031

Strongest force on any atom ... 3.7 eV/Å
Total charge ... 0
Energy ... -10064.2655 hartree
E_HOMO ... -0.2401 hartree

natural (NBO) population analysis, charges in e, atoms 1 to 2: atom 1 (In): 1.126, atom 2 (Se): -0.330

Density functional theory data (wB97M-V/def2-TZVPD) for a structure of composition C24H30MgN3O6S2Sb.

Geometry (Å):
Mg 0.44198 0.66027 -0.47297
O 0.37992 -1.75663 3.30360
C -0.88202 -2.20498 3.23763
C -1.37399 -2.92163 4.33443
C -2.66336 -3.41452 4.32894
C -3.49359 -3.20555 3.23087
C -3.00674 -2.49730 2.14645
C -1.71012 -1.98801 2.12267
C -1.21389 -1.22494 0.93510
O -0.01704 -0.76732 0.97678
N -2.05212 -1.09436 -0.05840
N -1.47348 -0.39147 -1.12401
C -2.23161 -0.36350 -2.14073
S -3.83909 -1.11983 -2.13534
C -4.27537 -0.53435 -3.79285
C -3.00564 -0.50069 -4.61905
S -1.73091 0.36626 -3.66924
H 0.53576 -1.27894 2.43836
H -0.71250 -3.07107 5.17830
H -3.02690 -3.96624 5.18916
H -4.50653 -3.58786 3.22444
H -3.62538 -2.31324 1.27799
H -4.70941 0.46514 -3.73180
H -5.01747 -1.21601 -4.21297
H -3.14287 0.04564 -5.55378
H -2.68010 -1.51766 -4.85167
O 2.27504 2.22499 -3.59742
C 1.92124 1.54244 -2.64646
O 0.73824 1.09211 -2.41955
C 2.98537 1.11081 -1.53963
O 4.18074 1.28381 -1.73672
O 2.46135 0.56330 -0.49718
C 2.15013 -4.14506 -1.13224
Sb 1.43672 -2.29867 -2.00511
C 3.27170 -1.88825 -3.02905
C 0.54525 -3.29633 -3.70569
H 2.60858 -4.77241 -1.89915
H 1.32261 -4.68185 -0.66803
H 2.88716 -3.92023 -0.36136
H 3.65058 -2.80440 -3.48647
H 3.99605 -1.47557 -2.32860
H 3.09819 -1.13299 -3.79535
H 1.22073 -4.06053 -4.09491
H 0.34941 -2.55435 -4.48051
H -0.40178 -3.75574 -3.42096
C 2.90734 3.49383 1.54476
N 2.23557 3.14770 2.79387
C 3.15655 2.44373 3.66155
C 1.06632 2.30100 2.52641
C -0.00259 2.99551 1.71138
C -0.56291 4.15691 2.24789
C -1.54862 4.84524 1.55855
C -1.96781 4.35922 0.32434
C -1.39289 3.20385 -0.19120
C -0.38925 2.46926 0.46811
H 3.75279 4.15252 1.76099
H 2.21603 4.01752 0.88606
H 3.27579 2.60631 1.01014
H 4.02185 3.07604 3.87810
H 3.52582 1.50602 3.21077
H 2.66530 2.19428 4.60540
H 0.65964 1.99566 3.49844
H 1.37797 1.37918 2.01000
H -0.20682 4.52615 3.20557
H -1.98376 5.74853 1.97521
H -2.73647 4.88519 -0.23584
H -1.73468 2.86401 -1.16804

Strongest force on any atom ... 0.5 eV/Å
Total charge ... -2
Energy ... -2785.1524 hartree
E_HOMO ... -0.0901 hartree

natural (NBO) population analysis, charges in e, atoms 1 to 2: atom 1 (Mg): 1.702, atom 2 (O): -0.691

Density functional theory data (wB97M-V/def2-TZVPD) for a structure of composition C24H30MnN5O7PS4.

Geometry (Å):
Mn -0.11793 -0.08860 -1.51201
S 0.26744 2.19575 -1.67767
C -1.13435 2.88100 -0.86001
C -1.10975 4.22748 -0.49104
C -2.19610 4.83933 0.11282
C -3.34588 4.09781 0.35715
C -3.38686 2.76138 -0.00442
C -2.30019 2.12400 -0.60987
S -2.43123 0.43658 -1.08205
H -0.20582 4.79294 -0.68564
H -2.14083 5.88444 0.39602
H -4.20692 4.55538 0.83175
H -4.27906 2.17468 0.18229
C 1.91408 1.17686 -4.64168
O 1.06399 0.03796 -4.71072
P -0.29459 -0.00492 -3.82356
O -0.99876 1.21689 -4.63828
C -2.29597 1.69260 -4.29611
O -0.99971 -1.29508 -4.53822
C -0.88270 -1.52671 -5.93171
H 2.69884 1.02716 -5.38398
H 2.35675 1.27110 -3.65114
H 1.36037 2.09100 -4.85795
H -2.49511 2.54420 -4.94645
H -2.34360 1.99269 -3.25261
H -3.04629 0.91641 -4.47275
H -1.69613 -2.19273 -6.22228
H 0.07557 -2.00105 -6.15099
H -0.95736 -0.59412 -6.49417
S 1.73461 -2.41315 -2.94402
C 0.74366 -2.88364 -1.51316
N 0.67270 -4.27506 -1.21348
C 0.11880 -4.55785 0.11663
C -0.94098 -3.51102 0.46763
C -1.60007 -2.97618 -0.79377
N -0.60255 -2.28545 -1.63546
H 1.60262 -4.66026 -1.31120
H 0.89818 -4.55080 0.88653
H -0.31788 -5.56150 0.09242
H -0.46170 -2.69241 1.00491
H -1.69875 -3.94201 1.12464
H -2.40084 -2.27143 -0.56512
H -2.03196 -3.82094 -1.34553
H -0.89531 -2.36493 -2.60700
O 4.51097 1.50994 6.09370
S 3.70816 1.27101 7.27757
O 4.10378 0.10366 8.05344
O 3.42829 2.45880 8.07276
C 2.05437 0.80284 6.65245
N 1.14165 0.57445 7.59177
C -0.06857 0.25648 7.15544
C -0.38653 0.15036 5.81449
C 0.65077 0.38314 4.91090
N 1.86932 0.71964 5.34741
C 0.45524 0.28339 3.44815
C -0.62383 -0.39689 2.88661
C -0.76081 -0.44066 1.51541
N 0.10091 0.12333 0.66202
C 1.12228 0.79508 1.20772
C 1.34287 0.89495 2.56818
H -0.82567 0.08126 7.91526
H -1.39184 -0.08562 5.49791
H -1.35448 -0.90771 3.49923
H -1.62140 -0.90811 1.05361
H 1.76822 1.29589 0.50274
H 2.19232 1.44084 2.95306
C 3.15196 -0.53941 -1.35400
C 1.74713 -1.02266 -1.60774
O 1.47294 -2.09820 -0.59447
H 3.87838 -1.35690 -1.36134
H 3.19474 -0.06111 -0.37445
H 3.44644 0.20438 -2.09660

Strongest force on any atom ... 0.6 eV/Å
Total charge ... -2
Energy ... -4818.2448 hartree
<S²> ... 0.7777
2S+1 ... 2
E_HOMO (spin up / spin down) ... -0.0677 / -0.0667 hartree

Mulliken population analysis, charges in e, atoms 1 to 2: atom 1 (Mn): 0.090, atom 2 (S): -0.582

Density functional theory data (wB97M-V/def2-TZVPD) for the molecule C24H30N2O4.

Geometry (Å):
C -6.11848 -0.24498 -2.16322
H -6.35082 0.12250 -3.15930
H -6.57112 -1.22503 -2.00182
H -6.48725 0.44252 -1.39930
O -4.70067 -0.34105 -2.09417
C -4.19345 -0.66688 -0.90675
O -4.85421 -0.89402 0.07266
C -2.67193 -0.70247 -0.93603
N -2.20173 -1.31458 0.27891
C -1.36203 -2.36446 0.28944
O -0.93080 -2.88357 -0.72136
C -0.95173 -2.82068 1.68451
H -0.41621 -3.76492 1.57549
C -0.05053 -1.75515 2.33056
C 0.85549 -1.14322 1.26531
O 0.70874 0.00015 0.87627
N 1.80479 -1.97087 0.80386
H 1.81685 -2.92593 1.12678
C 2.63435 -1.68882 -0.35415
C 4.11097 -1.68020 0.05257
H 4.72483 -1.65529 -0.84906
H 4.33340 -2.60793 0.58678
C 4.46561 -0.47821 0.93947
C 4.53905 0.78909 0.13394
C 5.69963 1.10089 -0.56413
C 5.77535 2.24713 -1.33419
C 4.68616 3.09786 -1.41886
C 3.52533 2.79480 -0.72896
C 3.45179 1.64872 0.04424
H 2.53942 1.41906 0.57441
H 2.67107 3.45318 -0.79110
H 4.74400 3.99393 -2.01967
H 6.68600 2.47814 -1.86835
H 6.55369 0.44039 -0.49923
H 3.71330 -0.37848 1.72391
H 5.43280 -0.66242 1.41283
C 2.35259 -2.72718 -1.43697
H 2.73703 -3.70143 -1.13871
H 2.82890 -2.43763 -2.36922
H 1.28027 -2.81187 -1.59953
H 2.34429 -0.69455 -0.70612
H -0.65470 -0.95086 2.75214
H 0.54618 -2.19645 3.13070
H -1.83638 -2.99265 2.29890
H -2.57398 -0.93638 1.13625
H -2.33195 -1.32771 -1.76860
C -2.11153 0.72984 -1.10117
C -2.69306 1.64764 -0.06273
C -2.07173 1.78402 1.17268
C -2.63605 2.57619 2.15718
C -3.82634 3.24148 1.91787
C -4.44179 3.12462 0.68332
C -3.87732 2.33326 -0.30120
H -4.35497 2.25567 -1.26812
H -5.36367 3.65306 0.48684
H -4.26954 3.85655 2.68735
H -2.14443 2.67727 3.11417
H -1.13091 1.28194 1.34441
H -2.35496 1.07975 -2.10479
H -1.02760 0.67625 -0.98690

Strongest force on any atom ... 0.8 eV/Å
Total charge ... 0
Energy ... -1343.0890 hartree
E_HOMO ... -0.3262 hartree

natural (NBO) population analysis, charges in e, atoms 1 to 2: atom 1 (C): -0.264, atom 2 (H): 0.197

Density functional theory data (wB97M-V/def2-TZVPD) for a cluster of 2 separate species, C24H30N3O2 in total.

Geometry (Å):
C 2.99999 2.61212 2.47630
N 2.34863 1.70062 1.57265
C 3.05165 0.98803 0.64013
O 4.26622 1.05094 0.45171
C 2.07989 0.03413 -0.04079
C 2.46365 -1.42582 0.16611
C 2.53336 -1.76266 1.63903
C 3.66998 -1.42580 2.38977
C 3.72976 -1.70836 3.75375
C 2.65820 -2.36685 4.36969
C 1.54243 -2.75235 3.61608
C 1.50045 -2.48116 2.24850
N 0.82031 0.35272 0.61693
C -0.28570 -0.40550 0.44794
C -1.50092 -0.14263 1.06711
C -2.66163 -0.87956 0.70940
C -3.94922 -0.66036 1.36019
C -5.04209 -1.46457 0.95706
C -6.31026 -1.25537 1.49346
C -6.50909 -0.27430 2.47801
C -5.43902 0.54410 2.85374
C -4.16645 0.36154 2.31157
C 0.95566 1.35622 1.69622
C 0.61892 0.80097 3.11129
C 0.15401 2.00317 3.92336
C -0.21448 3.12982 2.92112
C 0.07824 2.62618 1.50738
H 4.01068 2.79285 2.09457
H 2.42788 3.54734 2.51991
H 3.05888 2.19469 3.49487
H 2.04677 0.31181 -1.11322
H 1.75571 -2.07258 -0.36831
H 3.46072 -1.52844 -0.27528
H 4.51489 -0.94149 1.89206
H 4.62369 -1.43676 4.32356
H 2.69075 -2.57499 5.43857
H 0.71315 -3.29248 4.08043
H 0.65624 -2.81776 1.63755
H -0.19938 -1.20438 -0.29981
H -1.57644 0.64398 1.82221
H -2.55030 -1.86109 0.22478
H -4.85507 -2.26886 0.23602
H -7.13547 -1.88606 1.15576
H -7.48456 -0.16968 2.95329
H -5.58231 1.31743 3.60529
H -3.33480 0.98801 2.64358
H -0.18732 0.06808 3.03092
H 1.47867 0.24282 3.50524
H -0.73036 1.73614 4.51996
H 0.94371 2.31597 4.61963
H -1.28457 3.36736 3.02174
H 0.36081 4.04303 3.12967
H 0.61694 3.34397 0.87107
H -0.84271 2.33381 0.99292
N -3.01776 -0.32215 -1.36490
O -3.21222 -0.41703 -2.84442
H -2.11378 0.15546 -1.30792
H -3.71296 0.37963 -1.09613
H -3.19885 -1.38182 -3.03364

Strongest force on any atom ... 2.8 eV/Å
Total charge ... +1
Energy ... -1246.9823 hartree
E_HOMO ... -0.4369 hartree

natural (NBO) population analysis, charges in e, atoms 1 to 2: atom 1 (C): -0.420, atom 2 (N): -0.458

Look up the energy of the sixth one.
-1246.9823 hartree

Look up the energy of the sixth one.
-1246.9823 hartree